Entry 1:
This record from OMol25 describes C37H24Br2N16O3Y as an isolated structure. The level of theory is ωB97M-V/def2-TZVPD.

Its gap between HOMO and LUMO is 7.327 eV. Its HOMO energy is -10.86 eV. Its energy above the lowest of the compared OMol25 structures with the same formula, charge and spin is 46.17 kJ/mol.

Structure (ORCA input):
```
! RIJCOSX wB97M-V def2-TZVPD def2/J DEFGRID3
* xyz 1 1
Y 0.862 0.024 2.138
C -4.656 0.709 -0.147
N -3.405 0.117 0.298
C -2.259 0.720 0.599
N -1.344 -0.190 0.901
C -2.014 -1.367 0.747
N -3.264 -1.220 0.388
C -4.872 0.634 -1.641
C -6.126 0.980 -2.131
C -6.376 0.963 -3.494
C -5.379 0.592 -4.379
C -4.126 0.236 -3.891
C -3.870 0.260 -2.522
C -3.094 -0.168 -4.843
N -3.201 -0.262 -6.121
N -1.973 -0.690 -6.588
C -1.204 -0.792 -5.562
O -1.851 -0.492 -4.403
C 0.198 -1.193 -5.525
C 0.838 -1.531 -6.715
C 2.172 -1.893 -6.690
C 2.869 -1.920 -5.491
C 2.231 -1.594 -4.301
C 3.001 -1.671 -3.005
N 2.486 -0.752 -2.001
C 1.730 -1.007 -0.940
N 1.450 0.128 -0.307
C 2.093 1.064 -1.061
N 2.712 0.570 -2.102
C 0.893 -1.231 -4.322
H -4.649 1.748 0.189
H -5.456 0.193 0.383
H -2.136 1.791 0.599
H -1.561 -2.329 0.925
H -6.914 1.264 -1.443
H -7.354 1.234 -3.867
H -5.557 0.567 -5.445
H -2.891 -0.029 -2.162
H 0.286 -1.496 -7.644
H 2.679 -2.148 -7.611
H 3.918 -2.190 -5.482
H 4.054 -1.432 -3.148
H 2.954 -2.671 -2.568
H 1.431 -1.997 -0.639
H 2.092 2.120 -0.848
H 0.379 -0.956 -3.409
Br 3.708 4.877 5.696
C 2.634 3.948 4.478
C 3.023 3.821 3.154
C 2.206 3.087 2.318
N 1.065 2.505 2.706
C 0.684 2.669 3.986
C 1.445 3.370 4.904
C -0.608 2.035 4.370
C -1.329 2.489 5.464
C -2.516 1.849 5.782
Br -3.534 2.428 7.245
C -2.942 0.780 5.011
C -2.153 0.395 3.945
N -1.009 1.000 3.620
H 3.946 4.240 2.782
H 2.496 2.938 1.287
H 1.147 3.441 5.939
H -0.993 3.337 6.042
H -3.857 0.252 5.234
H -2.448 -0.449 3.332
O 3.041 0.209 2.124
N 3.649 -0.664 1.347
C 4.674 -0.186 0.715
C 5.025 1.202 0.822
N 5.211 2.329 0.939
C 5.328 -1.045 -0.223
N 5.781 -1.738 -1.020
N 1.979 -4.235 2.066
C 1.666 -3.079 2.656
O 0.923 -2.238 2.024
C 2.143 -2.785 3.955
C 2.977 -3.672 4.674
N 3.620 -4.444 5.237
C 1.750 -1.533 4.408
N 1.318 -0.465 4.575
H 1.608 -4.438 1.155
H 2.547 -4.923 2.534
*
```

---

Entry 2:
This record from OMol25 describes C37H24BrIIrN6O4S2 as an isolated structure at a distorted geometry. The level of theory is ωB97M-V/def2-TZVPD.

As for the expectation value of S²: 0.757. Its gap between HOMO and LUMO (alpha / beta) is 7.346 / 6.045 eV. Its HOMO energy (alpha / beta) is -8.09 / -8.02 eV. Its energy above the lowest of the compared OMol25 structures with the same formula, charge and spin is 85.28 kJ/mol.

Structure (ORCA input):
```
! RIJCOSX wB97M-V def2-TZVPD def2/J DEFGRID3
* xyz 0 2
Ir 0.038 0.000 0.197
I -0.289 -0.320 2.781
C -2.303 0.084 2.649
C -3.062 0.242 3.768
C -4.447 0.487 3.616
C -4.990 0.540 2.367
C -4.194 0.370 1.203
C -4.768 0.439 -0.088
C -3.980 0.311 -1.187
C -2.585 0.105 -1.059
C -1.962 0.022 0.166
C -2.797 0.149 1.331
H -2.622 0.188 4.756
H -5.062 0.633 4.494
H -6.049 0.728 2.240
H -5.836 0.599 -0.179
H -4.412 0.383 -2.178
H -2.009 0.018 -1.966
S -0.224 2.237 -0.214
C -0.469 2.932 1.390
C -1.649 3.490 1.851
C -1.720 3.929 3.167
C -2.952 4.507 3.655
N -3.935 4.974 4.025
C -0.606 3.802 4.010
C 0.585 3.270 3.538
C 0.661 2.853 2.213
S 2.014 2.138 1.408
C -0.691 4.203 5.398
N -0.758 4.497 6.507
H -2.516 3.564 1.207
H 1.438 3.185 4.198
C -0.028 -3.341 0.941
O 0.030 -2.264 -0.011
C 0.014 -2.629 -1.341
C -0.080 -3.945 -1.759
C -0.111 -4.213 -3.122
Br -0.227 -6.013 -3.682
C -0.052 -3.210 -4.060
C 0.066 -1.885 -3.637
C 0.100 -1.608 -2.279
O 0.174 -0.294 -1.851
C 0.107 -0.841 -4.692
N -0.439 -1.019 -5.862
C -0.173 0.153 -6.562
C -0.529 0.516 -7.862
C -0.114 1.748 -8.323
C 0.645 2.616 -7.515
C 0.998 2.275 -6.226
C 0.565 1.031 -5.770
N 0.729 0.374 -4.568
H 0.804 -4.024 0.778
H -0.982 -3.860 0.851
H 0.074 -2.897 1.920
H -0.130 -4.760 -1.056
H -0.099 -3.415 -5.120
H 1.203 0.033 -1.922
H -1.114 -0.156 -8.477
H -0.370 2.057 -9.328
H 0.960 3.571 -7.916
H 1.583 2.941 -5.603
H 1.256 0.704 -3.779
C 5.059 0.830 -1.888
N 4.346 0.116 -0.828
C 4.996 -0.392 0.272
C 4.333 -1.022 1.246
C 2.884 -1.130 1.168
O 2.226 -1.667 2.056
N 2.268 -0.587 0.047
C 2.993 -0.023 -0.928
O 2.432 0.401 -1.982
H 6.116 0.843 -1.639
H 4.689 1.849 -1.969
H 4.912 0.334 -2.845
H 6.068 -0.252 0.283
H 4.837 -1.430 2.108
*
```

---

Entry 3:
This record from OMol25 describes C37H26BrCl2IN4O6S2Ta as an isolated structure. The level of theory is ωB97M-V/def2-TZVPD.

Its gap between HOMO and LUMO is 7.196 eV. Its HOMO energy is -10.53 eV. Its energy above the lowest of the compared OMol25 structures with the same formula, charge and spin is 76.23 kJ/mol.

Structure (ORCA input):
```
! RIJCOSX wB97M-V def2-TZVPD def2/J DEFGRID3
* xyz 1 1
Ta -0.263 -0.494 0.362
Br 1.445 -1.048 2.477
C 2.163 -2.693 1.827
C 2.954 -3.464 2.617
C 3.516 -4.632 2.060
C 3.276 -4.958 0.756
C 2.448 -4.148 -0.062
C 2.190 -4.464 -1.417
C 1.390 -3.658 -2.176
C 0.795 -2.511 -1.612
C 0.996 -2.155 -0.293
C 1.857 -2.980 0.481
H 3.159 -3.191 3.643
H 4.148 -5.257 2.676
H 3.722 -5.845 0.324
H 2.646 -5.350 -1.842
H 1.201 -3.895 -3.214
H 0.156 -1.911 -2.254
Cl 1.033 5.462 -4.074
C 0.807 4.001 -3.178
C 1.761 3.032 -3.238
C 1.598 1.819 -2.531
I 3.044 0.346 -2.633
C 0.482 1.637 -1.770
O 0.243 0.495 -1.085
C -0.520 2.645 -1.664
N -1.571 2.394 -0.854
C -2.514 3.302 -0.781
C -2.477 4.519 -1.486
C -1.402 4.796 -2.283
C -0.368 3.843 -2.393
H 2.647 3.186 -3.837
H -3.354 3.078 -0.129
H -3.293 5.221 -1.381
H -1.333 5.726 -2.829
N -2.619 -7.821 -1.372
C -2.587 -6.552 -0.893
C -3.767 -5.795 -0.795
C -3.732 -4.505 -0.325
C -2.513 -3.937 0.047
C -1.332 -4.677 -0.033
C -1.369 -5.969 -0.495
S -2.487 -2.311 0.616
O -3.771 -1.948 1.115
O -1.292 -2.139 1.485
N -1.951 -1.283 -0.544
C -2.754 -0.860 -1.606
S -4.459 -1.167 -1.713
C -4.465 -0.392 -3.248
C -3.223 0.060 -3.537
N -2.251 -0.218 -2.612
H -3.497 -8.277 -1.544
H -1.803 -8.402 -1.328
H -4.712 -6.239 -1.082
H -4.645 -3.934 -0.227
H -0.396 -4.246 0.290
H -0.456 -6.549 -0.545
H -5.366 -0.302 -3.830
H -2.954 0.598 -4.434
C -4.910 0.664 2.831
C -3.916 0.367 3.914
C -4.006 -0.775 4.694
C -3.034 -1.066 5.640
Cl -3.167 -2.520 6.576
C -1.962 -0.219 5.843
C -1.863 0.935 5.075
C -2.830 1.214 4.123
O -2.760 2.338 3.308
C -1.508 2.572 2.726
C -1.079 1.387 1.906
O 0.145 1.236 1.537
O -1.877 0.490 1.560
H -5.676 -0.108 2.791
H -4.401 0.699 1.866
H -5.393 1.629 2.988
H -4.828 -1.463 4.546
H -1.220 -0.448 6.594
H -1.037 1.613 5.244
H -0.714 2.810 3.439
H -1.605 3.433 2.062
*
```

---

Entry 4:
This record from OMol25 describes C37H27BrN7O8Re as an isolated structure at a distorted geometry. The level of theory is ωB97M-V/def2-TZVPD.

As for the expectation value of S²: 0.755. Its gap between HOMO and LUMO (alpha / beta) is 6.842 / 6.140 eV. Its HOMO energy (alpha / beta) is -10.42 / -10.41 eV. Its energy above the lowest of the compared OMol25 structures with the same formula, charge and spin is 18.51 kJ/mol.

Structure (ORCA input):
```
! RIJCOSX wB97M-V def2-TZVPD def2/J DEFGRID3
* xyz 1 2
Re 0.563 -0.416 -0.456
O 1.111 -0.645 4.930
C -0.205 -0.416 4.752
C -0.956 -0.119 5.888
C -2.312 0.091 5.787
C -2.962 0.021 4.553
C -2.222 -0.241 3.423
C -0.839 -0.461 3.500
C -0.104 -0.749 2.276
O -0.692 -0.507 1.129
N 1.094 -1.279 2.336
N 1.525 -1.540 1.053
C 2.338 -2.509 0.870
C 2.476 -2.864 -0.527
C 3.270 -3.889 -1.015
C 3.203 -4.184 -2.364
C 2.340 -3.457 -3.174
C 1.573 -2.456 -2.610
N 1.641 -2.163 -1.312
H 1.490 -0.971 4.090
H -0.445 -0.066 6.838
H -2.879 0.314 6.680
H -4.028 0.176 4.486
H -2.698 -0.303 2.455
H 2.767 -3.064 1.695
H 3.915 -4.438 -0.346
H 3.805 -4.979 -2.780
H 2.244 -3.674 -4.227
H 0.865 -1.890 -3.198
N 0.666 1.159 -3.413
C 1.930 0.884 -2.939
C 3.010 1.247 -3.761
C 4.287 1.072 -3.309
C 4.488 0.539 -2.031
C 3.388 0.164 -1.315
N 2.117 0.278 -1.770
C -0.529 1.375 -2.751
C -1.536 2.050 -3.450
C -2.741 2.276 -2.837
C -2.936 1.833 -1.529
C -1.912 1.165 -0.912
N -0.719 0.929 -1.513
H 0.677 1.573 -4.336
H 2.815 1.699 -4.723
H 5.126 1.362 -3.926
H 5.473 0.420 -1.610
H 3.484 -0.263 -0.325
H -1.349 2.395 -4.458
H -3.528 2.795 -3.367
H -3.869 1.987 -1.008
H -2.004 0.776 0.091
Br -5.483 -1.238 -3.784
C -4.528 -2.506 -2.751
C -5.070 -3.763 -2.528
C -4.359 -4.678 -1.763
C -3.127 -4.340 -1.226
C -2.597 -3.078 -1.463
C -3.297 -2.154 -2.231
C -1.285 -2.713 -0.856
O -0.718 -3.382 -0.022
O -0.799 -1.576 -1.338
H -6.033 -4.020 -2.944
H -4.777 -5.659 -1.584
H -2.571 -5.037 -0.615
H -2.883 -1.172 -2.414
O 1.506 2.728 -1.017
C 1.339 2.413 0.139
O 1.202 1.159 0.559
C 1.258 3.424 1.235
C 1.808 4.685 1.003
C 1.729 5.672 1.972
C 1.072 5.417 3.167
C 0.513 4.168 3.357
C 0.603 3.153 2.427
N -0.239 3.917 4.602
O -0.949 2.937 4.627
O -0.137 4.733 5.488
H 2.297 4.874 0.059
H 2.169 6.643 1.797
H 0.978 6.166 3.940
H 0.160 2.187 2.627
*
```

---

Entry 5:
This record from OMol25 describes C37H27N6O12V as an isolated structure. The level of theory is ωB97M-V/def2-TZVPD.

Its gap between HOMO and LUMO is 4.851 eV. Its HOMO energy is -8.15 eV. Its energy above the lowest of the compared OMol25 structures with the same formula, charge and spin is 0.00 kJ/mol.

Structure (ORCA input):
```
! RIJCOSX wB97M-V def2-TZVPD def2/J DEFGRID3
* xyz 0 1
V 0.243 -0.643 0.484
C 1.144 -3.815 -1.414
C 1.353 -2.610 -2.286
C 1.184 -2.730 -3.664
C 1.443 -1.668 -4.508
C 1.924 -0.470 -3.994
C 2.109 -0.309 -2.631
C 2.740 0.947 -2.096
C 1.769 -1.379 -1.787
N 1.860 -1.151 -0.368
C 3.131 -1.079 0.183
O 4.156 -1.423 -0.340
C 3.039 -0.469 1.540
C 4.066 -0.273 2.440
C 3.757 0.320 3.660
C 2.448 0.697 3.938
C 1.488 0.459 2.975
N 1.796 -0.100 1.815
C 0.034 0.785 3.060
O -0.459 1.371 3.990
N -0.604 0.365 1.913
C -1.852 1.011 1.609
C -1.798 2.366 1.236
C -0.521 3.158 1.301
C -2.973 2.983 0.840
C -4.176 2.287 0.837
C -4.213 0.975 1.259
C -3.053 0.311 1.658
C -3.151 -1.104 2.144
H 1.803 -4.620 -1.743
H 0.122 -4.188 -1.494
H 1.372 -3.617 -0.369
H 0.851 -3.677 -4.069
H 1.295 -1.776 -5.574
H 2.175 0.346 -4.661
H 2.639 1.767 -2.806
H 3.807 0.785 -1.929
H 2.305 1.261 -1.146
H 5.068 -0.586 2.178
H 4.535 0.484 4.393
H 2.156 1.157 4.872
H 0.337 2.597 0.925
H -0.304 3.444 2.333
H -0.608 4.074 0.717
H -2.948 4.026 0.545
H -5.086 2.781 0.521
H -5.154 0.440 1.286
H -3.961 -1.191 2.868
H -2.236 -1.437 2.630
H -3.389 -1.779 1.321
O 0.611 -6.277 4.971
C -0.190 -6.161 4.032
O -1.090 -6.884 3.586
C -0.027 -4.825 3.249
C 0.925 -3.889 3.621
C 1.062 -2.713 2.909
N 0.306 -2.424 1.841
C -0.612 -3.340 1.487
C -0.819 -4.529 2.144
C -1.383 -2.961 0.281
O -2.251 -3.558 -0.261
O -0.926 -1.747 -0.182
H 1.552 -4.111 4.475
H 1.810 -1.995 3.208
H -1.573 -5.235 1.819
O -2.222 0.226 -1.544
C -1.265 0.931 -1.466
O -0.181 0.635 -0.687
C -1.128 2.222 -2.203
C -2.176 2.605 -3.032
C -2.080 3.807 -3.703
C -0.986 4.646 -3.589
C 0.031 4.227 -2.756
C -0.016 3.035 -2.059
N 1.222 5.087 -2.595
O 1.246 6.127 -3.214
O 2.096 4.688 -1.852
N -3.195 4.226 -4.582
O -3.077 5.286 -5.156
O -4.147 3.481 -4.660
H -3.049 1.977 -3.140
H -0.934 5.581 -4.124
H 0.803 2.762 -1.416
*
```

---

Entry 6:
This record from OMol25 describes C37H28AuN2P2S2 as an isolated structure at a distorted geometry. The level of theory is ωB97M-V/def2-TZVPD.

Its gap between HOMO and LUMO (alpha / beta) is 6.756 / 6.755 eV. Its HOMO energy (alpha / beta) is -10.42 / -10.42 eV. Its energy above the lowest of the compared OMol25 structures with the same formula, charge and spin is 11.29 kJ/mol.

Structure (ORCA input):
```
! RIJCOSX wB97M-V def2-TZVPD def2/J DEFGRID3
* xyz 1 1
Au -0.058 -1.724 -0.529
S -0.543 -1.323 2.305
P 0.041 0.429 1.576
C 0.051 0.322 -0.190
P 1.496 0.507 -1.115
S 2.395 -1.289 -0.878
C 2.471 1.956 -0.714
C 3.813 1.866 -0.369
C 4.510 3.019 -0.038
C 3.866 4.247 -0.043
C 2.524 4.337 -0.392
C 1.823 3.192 -0.731
C 0.990 0.714 -2.838
C 1.818 0.268 -3.865
C 1.452 0.474 -5.187
C 0.265 1.129 -5.485
C -0.563 1.572 -4.462
C -0.205 1.362 -3.139
C 1.624 0.941 2.301
C 2.593 -0.028 2.556
C 3.808 0.341 3.114
C 4.054 1.671 3.430
C 3.093 2.638 3.173
C 1.878 2.277 2.609
C -1.120 1.748 2.013
C -1.799 2.482 1.046
C -2.733 3.439 1.429
C -2.985 3.659 2.774
C -2.303 2.931 3.743
C -1.374 1.976 3.366
H 4.307 0.901 -0.354
H 5.558 2.957 0.227
H 4.413 5.141 0.230
H 2.028 5.299 -0.405
H 0.778 3.254 -1.017
H 2.741 -0.248 -3.629
H 2.095 0.124 -5.985
H -0.016 1.293 -6.517
H -1.489 2.081 -4.697
H -0.856 1.681 -2.333
H 2.385 -1.065 2.328
H 4.559 -0.414 3.315
H 4.994 1.951 3.888
H 3.287 3.675 3.417
H 1.129 3.033 2.407
H -1.592 2.298 -0.002
H -3.259 4.014 0.678
H -3.718 4.399 3.072
H -2.499 3.110 4.792
H -0.847 1.396 4.115
C -4.506 -1.237 -0.277
C -3.137 -0.974 -0.412
N -2.258 -1.942 -0.519
C -2.651 -3.234 -0.475
C -3.995 -3.587 -0.353
C -4.932 -2.540 -0.259
C -4.359 -4.976 -0.310
C -3.415 -5.938 -0.356
C -2.022 -5.600 -0.448
C -0.997 -6.563 -0.451
C 0.313 -6.164 -0.520
C 0.602 -4.798 -0.600
N -0.346 -3.881 -0.605
C -1.643 -4.259 -0.521
H -5.203 -0.417 -0.185
H -2.743 0.037 -0.424
H -5.984 -2.779 -0.161
H -5.407 -5.234 -0.228
H -3.689 -6.985 -0.317
H -1.254 -7.614 -0.392
H 1.121 -6.881 -0.513
H 1.622 -4.444 -0.666
*
```